Entry 1:
80
Properties=species:S:1:pos:R:3:forces:R:3:mulliken_charge:R:1 method="wB97M-V/def2-TZVPD" charge=0 multiplicity=1 smiles="O=C1OC(=O)C(P(O)(O)=S)=C1CCC(F)(F)C(F)(F)C(F)(F)C(F)(F)C(F)(F)C(F)(F)F.CCOC(C)=O.CCOC(C)=O.CCOC(C)=O" homo_ev=-9.8783
O 5.4317 2.2983 -4.5649 -0.049 0.050 -0.331 -0.488
F -2.6775 -2.4479 -2.4244 0.019 -0.116 -0.001 -0.321
F -2.4925 -3.4149 -4.6821 -0.083 0.135 -0.020 -0.242
H 10.7712 0.1729 0.1414 -0.012 0.036 -0.015 0.305
C -3.0091 -2.1918 -4.7556 -0.013 0.059 -0.149 0.712
O 3.2689 1.0748 -5.0499 0.221 -0.153 0.123 -0.560
C 0.9620 1.6597 -2.8298 0.016 0.045 -0.012 0.665
C -4.2200 -3.3789 0.2458 0.072 0.007 0.045 -0.583
H -5.2205 -3.9044 6.4717 0.004 0.005 -0.019 0.334
O 3.7547 2.2869 -0.4100 -0.138 0.068 -0.097 -0.325
H 11.3527 -1.1442 -0.8889 -0.010 0.003 -0.067 0.306
O -2.9596 -1.8564 4.0596 -0.002 -0.002 -0.112 -0.588
H -3.6955 -4.3230 0.3937 -0.023 -0.008 -0.001 0.317
C -2.9998 -1.5122 -3.3331 0.111 0.028 -0.037 0.575
C 8.3128 0.7812 0.4483 -0.021 0.088 0.027 -0.456
C 9.2801 -0.8104 -1.1422 -0.018 0.049 -0.102 0.730
H -4.2380 -0.6184 1.3306 0.022 -0.025 -0.027 0.327
C 4.4173 2.5241 -1.5999 -0.108 -0.077 -0.021 0.473
H 0.0189 3.1854 -4.0764 0.048 0.041 0.129 0.449
F -4.2549 -2.2717 -5.2159 0.199 -0.021 0.090 -0.253
H -2.4858 -0.8144 1.4706 0.007 0.004 -0.009 0.208
H -3.3489 0.2103 2.6172 0.063 -0.021 0.017 0.360
H -4.7061 -1.5319 9.0632 -0.026 -0.031 -0.008 0.308
C -3.4137 -0.7034 2.0327 -0.116 0.027 0.035 -1.058
H 10.9453 0.4183 -1.5996 0.002 0.010 -0.003 0.244
C 0.1282 2.9544 -3.0142 0.089 0.057 -0.146 -1.355
C -5.0581 -1.7679 6.5578 -0.065 -0.124 0.007 0.165
C -5.8421 -3.0502 6.7417 -0.055 0.033 0.057 -0.988
C 10.6687 -0.3020 -0.8296 -0.009 -0.084 0.120 -0.889
H -6.1778 -3.1808 7.7713 0.039 -0.007 0.007 0.332
O 8.2090 -0.2312 -0.5642 -0.011 -0.114 0.064 -0.376
H 7.3610 0.7259 0.9744 0.001 -0.003 -0.012 0.325
C -5.5532 -0.8819 9.2603 0.125 0.051 -0.028 -0.871
H 9.0921 0.5302 1.1686 0.020 -0.027 -0.034 0.369
H -6.7233 -3.0448 6.0997 0.013 -0.010 -0.011 0.287
C 2.4414 1.9665 -0.6963 0.135 0.076 -0.021 -0.102
H 0.6304 3.8172 -2.5651 -0.058 -0.139 -0.007 0.697
H -4.8724 -3.4752 -0.6228 -0.013 -0.002 0.004 0.367
C -1.9570 -0.3719 -3.1437 -0.055 0.108 -0.256 0.519
H -4.7482 -1.6663 5.5231 -0.002 0.056 0.032 -0.254
H -6.3770 -1.4873 9.6388 -0.005 -0.009 0.000 0.244
O 9.0925 -1.6933 -1.9356 0.016 0.049 0.034 -0.575
O -5.8606 -0.6060 6.8207 0.058 0.065 -0.016 -0.342
F -1.2266 2.3514 -1.1660 0.097 -0.070 0.166 -0.202
F -3.4666 2.0766 -2.3979 -0.149 0.083 0.094 -0.276
O 5.5520 2.8609 -1.6294 0.155 0.055 -0.007 -0.538
C -2.4119 2.2719 -3.2061 0.186 -0.165 0.044 0.324
H -5.5934 -2.1056 1.3457 0.013 0.008 0.003 0.376
H -3.4773 -2.6119 0.0301 -0.025 0.019 -0.015 0.008
H -5.2796 -0.1618 10.0268 -0.068 0.012 0.006 0.303
F -2.7609 3.1576 -4.1567 0.014 0.113 -0.160 -0.321
H 0.4330 0.9479 -2.1904 0.085 0.110 -0.029 0.085
H 1.1326 1.1888 -3.7993 -0.016 0.031 0.158 0.646
H -5.7549 -3.8162 1.6905 0.022 -0.007 0.018 0.346
F -0.7501 -0.8852 -3.4392 0.118 -0.077 -0.047 -0.334
F -1.1712 1.1023 -4.8417 0.168 0.004 -0.133 -0.309
H 8.4877 2.9212 0.6145 -0.025 -0.011 0.012 0.361
O -6.6609 0.9181 8.1788 0.034 -0.056 0.001 -0.580
F -3.3146 0.7696 -4.7161 -0.121 -0.067 -0.095 -0.342
H 3.7920 0.6992 -5.7714 -0.209 0.113 -0.079 0.331
H -4.1481 -1.7522 7.1573 -0.005 0.021 0.011 0.350
H 9.4368 2.2295 -0.7072 0.024 -0.005 0.059 0.291
F -4.2176 -1.0507 -3.0322 -0.115 0.064 -0.003 -0.287
S 3.1374 4.0704 -5.1909 0.159 -0.180 0.051 -0.381
H 7.6805 2.3451 -0.8532 0.016 0.106 0.027 0.148
F -2.2787 -1.4849 -5.6297 -0.090 -0.108 0.152 -0.240
C 3.4616 2.2786 -2.7228 -0.393 -0.285 0.242 -0.107
O 1.6361 1.7472 0.1439 -0.108 -0.084 0.047 -0.484
C 8.4960 2.1538 -0.1600 0.065 -0.079 -0.109 -0.743
H 5.7787 1.3966 -4.5775 -0.002 0.054 0.250 0.328
F -1.6571 4.2103 -2.2016 -0.057 0.075 0.046 -0.344
C -5.0318 -3.0315 1.4744 -0.020 -0.013 -0.071 -0.576
C -3.5187 -1.8623 2.9951 0.105 -0.024 0.011 0.904
O -4.2202 -2.9642 2.6541 -0.076 0.048 0.067 -0.373
P 3.8487 2.4592 -4.4672 -0.005 0.252 -0.088 0.716
F -1.9622 -0.0662 -1.8386 -0.024 0.022 0.196 -0.322
C -2.1923 0.9378 -3.9905 -0.117 -0.060 0.262 0.949
C -6.0526 -0.1112 8.0584 -0.085 -0.002 0.010 0.694
C 2.2768 1.9584 -2.1871 0.174 0.005 -0.181 -0.217
C -1.2497 2.9280 -2.3838 -0.115 -0.081 -0.146 0.826

Entry 2:
69
Properties=species:S:1:pos:R:3:forces:R:3:mulliken_charge:R:1 method="wB97M-V/def2-TZVPD" relative_energy_kcal_mol=20.8 charge=-1 multiplicity=2 homo_ev="-4.2322 / -5.2266"
C 2.2246 5.5860 -1.5896 0.034 0.080 -0.132 -0.045
H 0.6218 1.8823 -1.8980 0.018 -0.036 0.042 0.489
N -1.7301 -5.2155 -0.1320 0.106 0.046 -0.025 -0.176
N 1.0741 -0.7030 1.5718 0.128 0.070 0.021 -0.142
C 1.2732 5.5996 -4.1534 0.015 -0.010 0.053 -0.588
H -2.9194 -1.9009 4.2108 -0.023 -0.009 -0.067 0.383
S -1.1680 3.7416 -0.6334 0.285 0.222 -0.160 -0.454
C -5.6624 0.0246 3.7329 -0.023 0.048 -0.067 0.001
C 3.7474 0.7194 -1.4053 0.080 -0.071 -0.003 -0.895
H 0.1994 -7.0533 -0.9425 -0.067 -0.031 -0.005 0.256
C -4.6164 -0.5995 4.4587 -0.105 0.092 0.084 -0.760
S 2.5091 5.4044 0.1470 -0.038 -0.087 -0.053 1.168
N -3.8934 -1.5404 2.4268 0.267 -0.379 -0.019 0.171
H -4.5053 -0.4699 5.5257 0.007 0.003 -0.060 0.394
H 2.9785 2.7037 -1.6988 -0.036 0.050 -0.016 0.394
C 0.9854 5.0414 -1.8558 -0.143 -0.103 0.217 0.394
C -3.7530 -1.3760 3.7616 0.147 -0.108 -0.080 -0.038
H -2.7162 -6.3484 -1.5651 -0.024 -0.011 0.021 0.373
C -5.7869 -0.1524 2.3883 0.080 0.043 -0.017 -0.728
H 3.1127 6.5813 -4.6688 -0.001 -0.001 -0.011 0.382
H -1.6068 1.3712 2.5093 -0.025 0.025 0.020 0.152
H 1.8852 -0.3938 1.0491 0.048 0.016 0.072 0.054
C 2.0749 -0.9934 -1.3871 -0.108 -0.240 -0.046 0.306
H -2.2641 -5.4924 0.6707 -0.059 -0.001 0.029 0.197
H 1.7954 0.1261 3.4164 0.068 -0.008 0.024 0.374
C 2.6179 -3.5338 -1.4360 0.135 0.025 -0.103 -1.493
C 2.7504 1.6498 -1.6320 -0.024 0.012 0.064 -0.079
C -4.8689 -0.9776 1.6596 -0.157 -0.017 -0.214 0.346
H 4.7780 1.0394 -1.3104 -0.013 -0.022 0.017 0.403
H 3.9817 6.5847 -2.3353 -0.041 -0.031 0.005 0.419
H -0.9263 -8.0106 -1.9324 0.026 0.056 0.036 0.342
N 1.1120 4.6348 0.4769 -0.316 -0.101 -0.303 -0.473
C 0.4507 1.4741 2.4286 -0.051 0.002 -0.071 -0.324
C -0.9457 -4.1090 0.0467 -0.086 -0.294 0.192 0.316
C 3.4118 -0.6226 -1.2917 0.119 0.029 0.007 -0.341
H 0.4893 2.1050 3.3202 -0.033 0.115 0.041 0.347
H 3.2463 -3.3471 -2.3101 0.004 0.008 0.044 0.380
C 1.4431 1.1915 -1.7296 -0.037 -0.232 -0.009 -0.231
H 1.1445 -1.6984 1.7436 -0.155 -0.027 -0.076 0.213
N 1.1125 -0.0964 -1.6103 -0.049 0.497 -0.021 -0.248
H 0.1123 -0.4069 3.3810 0.038 -0.030 0.009 0.241
N -0.8718 1.4334 1.8162 -0.085 0.113 -0.251 -0.231
C -0.8490 -7.3294 -1.0798 0.067 -0.040 0.073 -1.005
H -6.5692 0.3268 1.8181 -0.008 -0.012 0.028 0.347
H -1.2744 -5.4907 -2.1089 -0.034 0.053 -0.106 0.264
N 0.4287 -2.5915 -0.8917 -0.216 -0.030 0.256 0.506
H -6.3673 0.6590 4.2590 0.011 -0.031 -0.042 0.360
H -1.0286 2.2644 1.2410 -0.086 -0.082 0.047 -0.025
C 3.0157 6.1542 -2.5712 -0.013 -0.041 0.090 -0.631
H 2.0611 -4.4579 -1.5761 0.022 0.023 0.008 0.398
C 0.4903 5.0435 -3.1470 0.009 0.017 -0.135 -0.440
H 3.2764 -3.6631 -0.5709 -0.032 0.023 -0.023 0.266
H 4.1729 -1.3695 -1.1064 -0.010 0.002 -0.011 0.407
S -4.9149 -1.2962 0.0164 -0.093 0.148 0.181 -0.342
C -1.6922 -6.0785 -1.2976 0.070 0.121 0.219 -0.428
O 2.5565 6.7031 0.7637 0.020 0.040 0.084 -0.710
H -1.1764 -7.8658 -0.1836 0.011 0.014 -0.088 0.263
H -3.2420 -2.1717 1.9335 0.050 0.163 0.123 -0.268
Hg -1.2044 -0.5434 -0.0532 0.380 -0.265 0.350 0.716
C 0.3470 4.4865 -0.5969 0.255 0.027 0.302 0.331
C 0.8986 0.0743 2.7891 -0.017 -0.203 -0.079 -0.733
C 1.6457 -2.4124 -1.2194 0.162 0.172 -0.144 0.027
O 3.6389 4.5328 0.3608 0.017 -0.034 0.004 -0.620
H 1.1427 1.9085 1.7021 -0.009 0.032 0.028 0.147
N -0.0524 -3.8617 -0.8689 -0.210 0.039 -0.196 -0.955
H 0.9109 5.6050 -5.1741 -0.009 0.006 0.015 0.376
C 2.5227 6.1506 -3.8696 -0.076 -0.032 -0.015 -0.411
H -0.4848 4.6176 -3.3440 -0.004 -0.018 -0.007 0.433
S -1.1497 -3.2475 1.5517 -0.162 0.205 -0.151 -0.524

Entry 3:
61
Properties=species:S:1:pos:R:3:forces:R:3:mulliken_charge:R:1 method="wB97M-V/def2-TZVPD" relative_energy_kcal_mol=34.7 charge=0 multiplicity=1 smiles="COc1ccc(N(CC(=O)NCCC2=CCCCC2)S(=O)(=O)c2ccc(C)cc2)cc1" homo_ev=-8.4339
C 3.6206 -1.3662 1.0418 -0.005 0.086 -0.082 -0.880
C -1.3223 -3.5894 -3.0871 0.095 0.082 0.250 -1.144
C 1.1078 1.1713 3.6530 0.070 -0.065 0.331 -0.436
O -0.1294 0.7185 5.7078 -0.256 0.022 -0.266 -0.466
H -3.8193 0.1981 -3.8743 -0.041 0.006 -0.021 0.287
H -3.7949 -0.7509 -0.9653 -0.076 0.065 -0.007 0.300
C 4.6249 -0.5760 0.4918 -0.088 0.001 0.050 1.109
C 6.0616 -0.8119 0.8396 0.015 -0.036 -0.050 -1.524
C -1.2800 0.9338 3.6837 0.107 0.001 0.173 -1.035
H 2.6657 1.4038 -1.4565 0.058 0.142 -0.107 0.540
H -1.1831 3.3068 0.1614 0.008 -0.170 -0.078 0.393
H -4.6427 0.6765 -1.5889 0.074 -0.167 0.007 0.440
H 1.9636 1.5878 1.7448 0.062 0.037 -0.037 0.568
C -1.1008 2.3986 -0.4401 -0.218 0.189 -0.379 -0.745
O -3.4457 2.1452 0.0828 -0.197 0.099 0.252 -0.685
H -0.6988 2.6388 -1.4273 -0.136 0.141 0.068 0.453
H -2.0257 -2.3385 -1.4961 -0.131 -0.073 0.064 0.079
C 1.9751 -0.1533 -0.1861 -0.531 -0.029 -0.150 -0.926
H -0.3210 -2.2327 -5.4191 0.072 0.042 -0.010 0.471
C -0.0379 -2.8139 -3.3545 -0.020 -0.094 -0.231 0.073
H 0.2705 -2.3157 -2.4328 0.056 -0.055 0.018 -0.263
H -3.3237 -3.1416 -2.3914 -0.045 0.042 0.048 0.439
C -2.5101 -1.4065 -3.3412 -0.340 0.046 -0.016 0.889
H -1.7090 -0.1342 -4.7939 -0.171 0.153 -0.031 0.297
C -2.5020 1.7845 -0.5981 0.240 0.338 -0.133 0.660
H 5.0518 1.0394 -0.8482 0.069 0.072 -0.052 0.404
H -2.1829 0.7665 4.2488 -0.122 -0.016 0.059 0.455
C 4.2776 0.4257 -0.4117 -0.138 -0.009 0.016 -0.971
H 6.1534 -1.3353 1.7876 0.059 -0.024 0.062 0.380
C -1.3293 1.1296 2.3208 0.067 -0.048 -0.007 0.166
C -0.1560 1.3502 1.6043 0.323 0.007 0.800 -1.046
C -3.7591 -0.5932 -3.1246 0.192 0.097 0.107 -1.295
H 1.4999 -1.7610 1.1157 -0.059 -0.104 0.110 0.559
C 1.0641 0.7250 6.4523 0.191 0.004 0.115 -0.842
H -1.7549 0.5436 -2.0439 -0.076 0.182 -0.035 0.079
N -0.1253 1.5276 0.1975 0.394 -0.770 -0.586 0.584
H 0.7693 0.5293 7.4821 0.076 0.016 -0.062 0.245
H -1.1339 -4.4126 -2.3951 -0.033 -0.050 -0.041 0.413
C 2.9550 0.6388 -0.7539 0.032 0.085 -0.087 -0.287
H 0.7643 -3.4868 -3.6665 0.030 0.036 0.052 0.344
H 6.5313 -1.4227 0.0685 0.091 -0.039 -0.010 0.294
H 1.5666 1.6961 6.3991 -0.012 -0.041 -0.011 0.333
H -2.2821 1.1275 1.8190 -0.129 -0.022 -0.052 0.458
H 2.0673 1.2009 4.1446 0.065 0.002 0.083 0.407
H -4.6434 -1.2278 -3.2225 -0.023 0.011 -0.009 0.421
C -3.7687 0.0344 -1.7302 -0.278 0.085 0.055 -0.647
H 0.5314 -1.0376 -4.4390 0.033 -0.021 -0.090 0.303
H 1.7515 -0.0590 6.1182 -0.021 0.037 0.001 0.331
H -1.6970 -4.0100 -4.0237 -0.021 -0.071 -0.018 0.348
C -0.0626 0.9390 4.3667 -0.066 0.009 -0.146 0.890
C -1.5706 -1.0270 -4.1971 0.092 -0.018 -0.205 -0.491
O -0.5107 -0.9903 -0.2028 0.242 0.015 0.277 -0.802
O 0.2301 0.4697 -2.0391 0.221 0.292 -0.132 -0.705
C -0.2873 -1.7610 -4.4297 0.132 -0.058 0.171 -0.864
H 6.6060 0.1277 0.8972 0.078 0.035 0.031 0.389
N -2.5850 0.8480 -1.5492 -0.150 -0.320 -0.359 0.279
C -2.3580 -2.6392 -2.4945 0.143 -0.165 -0.106 -0.376
S 0.2741 0.1307 -0.6410 0.390 -0.003 0.357 1.571
C 2.2946 -1.1595 0.7042 -0.169 -0.092 -0.036 -0.113
C 1.0530 1.3823 2.2856 -0.244 0.156 0.004 -0.503
H 3.8798 -2.1495 1.7386 0.020 -0.075 0.079 0.394